This record from OMol25 describes 2 unconnected molecules or ions with the total composition C4H10S2Si in a non-equilibrium geometry. The level of theory is ωB97M-V/def2-TZVPD.

Output
HOMO energy: -0.3338 hartree
HOMO-LUMO gap: 9.2 eV
LUMO energy: 0.105 eV
DFT total energy: -33856.5738 eV
relative energy (zero: lowest compared OMol25 entry of this formula, charge and spin): 209.4 kJ/mol

ORCA input file:
```
! wB97M-V def2-TZVPD RIJCOSX def2/J DEFGRID3
* xyz 0 1
C 0.1206 -3.2387 -2.6121
C -0.4298 0.9905 2.0970
C 1.7104 0.3438 -0.0791
C -1.0210 1.2610 -1.0769
Si -0.0867 0.2193 0.2839
S 0.2372 -4.7558 -2.5260
S -0.7202 -1.8123 -0.0227
H -1.0086 -2.0759 1.2656
H -0.8825 0.4688 2.8382
H 0.5296 1.4036 2.4723
H -1.0116 1.8649 1.7888
H 1.8016 0.9764 -0.8498
H 2.2189 0.7735 0.8991
H 2.2219 -0.5207 -0.3790
H -1.6499 0.5479 -1.6848
H -1.7338 1.9542 -0.6210
H -0.2959 1.5995 -1.7934
*
```